No. 1
111
Properties=species:S:1:pos:R:3 method="wB97M-V/def2-TZVPD" e_homo_ev=-10.02 orbital_gap_ev=9.4 lumo_ha=-0.02133 e_tot_ev=-102353.5226
C 5.051 0.740 1.101
C 4.588 -0.623 0.784
O 3.699 -0.777 0.101
O 5.236 -1.649 1.327
C 5.917 -2.433 0.325
C 6.756 -1.533 -0.543
C 7.955 -2.227 -1.182
C 8.869 -1.107 -1.682
C 9.754 -1.490 -2.840
C 9.014 -1.961 -4.097
Si 7.716 -0.777 -4.756
O 6.273 -1.571 -4.998
Si 4.906 -0.734 -4.570
H 5.726 0.739 1.928
H 5.599 1.149 0.279
H 4.219 1.382 1.270
H 5.189 -2.981 -0.246
H 6.559 -3.129 0.816
H 6.206 -1.126 -1.362
H 7.173 -0.758 0.065
H 8.460 -2.873 -0.494
H 7.601 -2.768 -2.035
H 8.237 -0.263 -1.882
H 9.464 -0.831 -0.832
H 10.456 -0.702 -3.035
H 10.349 -2.322 -2.507
H 9.754 -2.098 -4.857
H 8.543 -2.900 -3.877
H 7.463 0.384 -3.873
H 8.136 -0.265 -6.079
H 4.961 0.659 -5.060
H 4.779 -0.781 -3.100
H 3.745 -1.373 -5.213
O -1.103 1.185 3.148
P -1.449 -0.155 2.590
O -0.489 -0.212 1.253
C 0.913 -0.456 1.419
C 1.188 -1.885 1.850
O -2.854 0.369 1.893
C -3.522 1.565 2.288
C -3.169 2.704 1.355
O -1.964 -1.693 2.361
C -3.260 -2.102 1.904
C -3.335 -2.062 0.397
H 1.332 0.255 2.139
H 1.381 -0.267 0.458
H 0.796 -2.074 2.855
H 2.258 -2.085 1.860
H 0.702 -2.590 1.176
H -3.308 1.817 3.324
H -4.595 1.363 2.224
H -2.092 2.861 1.313
H -3.647 3.631 1.676
H -3.497 2.476 0.340
H -4.054 -1.533 2.376
H -3.387 -3.135 2.238
H -3.134 -1.068 0.003
H -4.326 -2.375 0.064
H -2.591 -2.732 -0.036
O -0.648 -1.917 -6.863
P -1.350 -2.581 -5.743
O -0.160 -3.080 -4.736
C 0.598 -2.090 -4.030
C -0.218 -1.405 -2.946
O -1.758 -3.992 -6.468
C -1.701 -4.176 -7.881
C -0.414 -4.868 -8.274
O -2.540 -2.735 -4.654
C -3.553 -3.753 -4.663
C -3.054 -5.026 -4.024
H 0.996 -1.359 -4.739
H 1.444 -2.607 -3.577
H -1.026 -0.809 -3.380
H 0.412 -0.742 -2.353
H -0.679 -2.139 -2.286
H -1.827 -3.234 -8.410
H -2.552 -4.808 -8.151
H 0.455 -4.314 -7.922
H -0.346 -4.977 -9.357
H -0.365 -5.859 -7.820
H -3.947 -3.918 -5.662
H -4.382 -3.358 -4.072
H -2.175 -5.419 -4.531
H -3.836 -5.786 -4.044
H -2.769 -4.845 -2.989
O -4.866 6.618 7.691
P -5.270 5.398 6.959
O -4.282 5.343 5.655
C -2.891 5.076 5.854
C -2.640 3.640 6.274
O -6.657 5.930 6.270
C -7.315 7.125 6.687
C -6.952 8.276 5.775
O -5.740 3.848 6.853
C -7.028 3.385 6.423
C -7.102 3.308 4.917
H -2.481 5.773 6.591
H -2.398 5.273 4.904
H -3.056 3.442 7.267
H -1.571 3.429 6.306
H -3.116 2.948 5.582
H -7.100 7.355 7.728
H -8.389 6.932 6.620
H -5.873 8.423 5.736
H -7.420 9.201 6.111
H -7.281 8.068 4.756
H -7.832 3.977 6.849
H -7.141 2.380 6.835
H -6.916 4.272 4.450
H -8.088 2.956 4.608
H -6.348 2.617 4.535

No. 2
48
Properties=species:S:1:pos:R:3 method="wB97M-V/def2-TZVPD" charge=-1 e_homo_ev="-3.66 / -3.79" orbital_gap_ev="5.3 / 5.2" e_above_lowest_kcal_mol=19.36 s_squared=8.7690 lumo_ha="0.06191 / 0.05146" spin_multiplicity=6 e_tot_ev=-140675.8874
Fe 0.307 0.101 0.027
Cl -1.639 0.480 -4.618
C -2.200 1.219 -3.168
C -3.258 2.110 -3.214
C -3.726 2.676 -2.039
Cl -5.030 3.815 -2.131
C -3.163 2.378 -0.782
C -3.626 2.867 0.454
C -2.949 2.488 1.615
C -1.868 1.644 1.541
N -1.404 1.146 0.376
C -2.053 1.503 -0.771
C -1.547 0.898 -1.958
O -0.554 0.077 -1.868
H -3.721 2.358 -4.157
H -4.498 3.499 0.492
H -3.281 2.856 2.574
H -1.336 1.326 2.428
C -2.153 -2.080 0.661
N -0.702 -2.012 0.692
C -0.210 -2.406 2.004
C -0.120 -2.850 -0.358
C 1.329 -2.506 -0.569
C 2.219 -3.457 -1.051
C 3.544 -3.124 -1.271
C 3.985 -1.846 -0.985
C 3.097 -0.902 -0.497
C 1.755 -1.200 -0.312
H -2.523 -3.105 0.818
H -2.520 -1.714 -0.297
H -2.559 -1.447 1.447
H -0.512 -3.432 2.260
H -0.601 -1.722 2.756
H 0.874 -2.339 2.010
H -0.659 -2.649 -1.290
H -0.242 -3.918 -0.109
H 1.873 -4.460 -1.276
H 4.228 -3.861 -1.671
H 5.021 -1.579 -1.138
H 3.469 0.084 -0.259
S 6.057 3.900 2.866
C 4.717 3.142 2.285
S 4.121 3.358 0.651
C 2.715 2.313 0.794
C 2.577 1.640 1.991
S 1.343 0.532 2.347
S 3.790 1.977 3.216
S 1.633 2.222 -0.515

No. 3
16
Properties=species:S:1:pos:R:3 method="wB97M-V/def2-TZVPD" charge=+1 e_homo_ev="-12.03 / -12.03" orbital_gap_ev="7.2 / 7.2" e_above_lowest_kcal_mol=145.46 lumo_ha="-0.17935 / -0.17936" e_tot_ev=-9205.3138
C 0.003 -1.854 -0.533
C 0.713 -1.238 0.631
C -1.276 -0.092 -1.458
N -0.933 -1.211 -1.093
N 0.581 1.331 -0.093
N 0.545 2.485 0.167
N -0.036 -0.136 1.297
H -0.081 -2.924 -0.838
H 0.984 -2.132 1.282
H 1.715 -0.785 0.212
H -0.609 0.518 -2.034
H -2.316 0.186 -1.385
H -0.243 3.147 -0.111
H 1.323 3.170 0.346
H -0.923 -0.527 1.522
H 0.552 0.063 2.089

No. 4
13
Properties=species:S:1:pos:R:3 method="wB97M-V/def2-TZVPD" charge=+1 e_homo_ev="-15.23 / -15.23" smiles="C[N+](C)=NC(=O)Br" orbital_gap_ev="7.6 / 7.6" e_above_lowest_kcal_mol=43.50 lumo_ha="-0.28143 / -0.28142" e_tot_ev=-78267.5939
C -0.057 0.675 -1.457
N 0.103 -0.170 -0.333
C 1.302 -0.186 0.313
N -0.959 -0.637 0.142
C -1.498 -0.888 1.264
O -1.962 -1.804 1.755
Br -1.565 1.077 2.103
H -0.422 1.635 -1.028
H -0.884 0.188 -2.049
H 0.778 0.821 -2.077
H 1.299 -0.633 1.335
H 1.872 0.709 0.313
H 1.993 -0.789 -0.282

No. 5
76
Properties=species:S:1:pos:R:3 method="wB97M-V/def2-TZVPD" charge=+1 e_homo_ev=-9.27 orbital_gap_ev=4.0 e_above_lowest_kcal_mol=12.97 lumo_ha=-0.19435 e_tot_ev=-52793.5575
C 3.755 -0.802 1.546
C 3.530 -0.895 0.052
C 2.157 -0.902 -0.338
P 1.827 -1.256 -2.012
C 2.183 0.195 -3.017
C 3.505 0.429 -3.421
C 3.813 1.582 -4.141
C 2.814 2.530 -4.390
C 1.501 2.307 -3.959
C 1.174 1.132 -3.280
C 2.761 -2.560 -2.845
C 3.045 -2.489 -4.223
C 3.785 -3.501 -4.837
C 4.204 -4.603 -4.088
C 3.887 -4.696 -2.728
C 3.163 -3.680 -2.102
C 0.098 -1.699 -2.228
C -0.303 -2.502 -3.312
C -1.653 -2.809 -3.488
C -2.598 -2.342 -2.568
C -2.198 -1.574 -1.468
C -0.852 -1.242 -1.297
O 4.501 -0.959 -0.732
H 2.824 -0.976 2.098
H 4.502 -1.554 1.827
H 4.133 0.197 1.804
H 1.367 -0.789 0.402
H 4.287 -0.293 -3.172
H 4.832 1.721 -4.503
H 3.063 3.444 -4.926
H 0.720 3.042 -4.153
H 0.149 0.932 -2.960
H 2.716 -1.633 -4.821
H 4.031 -3.409 -5.896
H 4.778 -5.394 -4.568
H 4.206 -5.556 -2.138
H 2.926 -3.735 -1.037
H 0.443 -2.892 -4.008
H -1.959 -3.418 -4.341
H -3.652 -2.576 -2.711
H -2.926 -1.228 -0.734
H -0.536 -0.640 -0.444
C -3.597 4.061 -0.006
C -3.636 2.731 0.625
N -4.654 1.870 0.367
C -4.497 0.682 1.087
C -3.322 0.820 1.854
C -2.920 -0.233 2.670
C -3.627 -1.440 2.643
C -4.751 -1.585 1.812
C -5.216 -0.509 1.040
C -2.714 2.109 1.516
C -1.468 2.572 1.998
C -1.096 2.563 3.373
C -2.029 2.233 4.402
C -1.603 2.024 5.704
C -0.251 2.150 6.047
C 0.185 1.694 7.407
C 0.644 2.689 5.102
C 0.222 2.922 3.799
H -2.919 4.699 0.567
H -3.249 4.007 -1.049
H -4.598 4.517 -0.022
H -5.439 2.080 -0.246
H -2.057 -0.072 3.308
H -3.300 -2.267 3.274
H -5.264 -2.544 1.779
H -6.100 -0.565 0.406
H -0.775 3.028 1.288
H -3.090 2.144 4.165
H -2.318 1.746 6.482
H 1.256 1.858 7.561
H -0.352 2.210 8.215
H -0.029 0.622 7.520
H 1.669 2.913 5.415
H 0.888 3.365 3.055

No. 6
14
Properties=species:S:1:pos:R:3 method="wB97M-V/def2-TZVPD" e_homo_ev=-8.59 smiles="C1=C[C@H]2N[C@@H]2C=C1" orbital_gap_ev=9.7 e_above_lowest_kcal_mol=139.04 lumo_ha=0.03939 e_tot_ev=-7819.6178
C 1.330 -0.750 0.172
C 0.273 -1.417 0.189
C -0.817 -0.702 -0.173
N -2.070 -0.122 0.011
C -0.819 0.717 0.457
C 0.287 1.421 -0.053
C 1.357 0.667 -0.116
H 2.213 -1.339 0.098
H 0.232 -2.522 0.311
H -0.683 -0.527 -1.361
H -2.732 0.070 -0.701
H -1.149 0.895 1.551
H 0.277 2.495 -0.112
H 2.302 1.114 -0.275

No. 7
34
Properties=species:S:1:pos:R:3 method="wB97M-V/def2-TZVPD" e_homo_ev=-9.73 smiles="NC(=O)CC[C@H](N)C(=O)N[C@@H](CC(N)=O)C(=O)O" orbital_gap_ev=10.2 e_above_lowest_kcal_mol=0.00 lumo_ha=0.01687 e_tot_ev=-25793.2393
N 2.375 3.039 -2.458
C 2.614 1.699 -2.629
O 3.511 1.299 -3.347
C 1.672 0.776 -1.883
C 2.365 -0.540 -1.516
C 1.396 -1.669 -1.153
N 0.501 -1.964 -2.260
C 0.614 -1.275 0.086
O 1.167 -1.234 1.193
N -0.672 -0.953 -0.107
C -1.531 -0.577 0.988
C -1.218 0.828 1.590
C -1.040 0.850 3.099
N -0.142 -0.071 3.567
O -1.642 1.617 3.820
C -2.965 -0.631 0.504
O -3.298 -0.849 -0.646
O -3.826 -0.422 1.486
H 2.947 3.680 -2.955
H 1.627 3.388 -1.860
H 1.261 1.254 -0.995
H 0.796 0.549 -2.556
H 3.067 -0.375 -0.663
H 2.998 -0.860 -2.354
H 1.993 -2.531 -0.855
H 0.078 -2.898 -2.165
H 1.022 -1.945 -3.146
H -1.063 -1.041 -1.043
H -1.425 -1.310 1.772
H -0.273 1.167 1.126
H -2.023 1.550 1.318
H 0.092 0.002 4.565
H 0.462 -0.590 2.922
H -4.724 -0.444 1.118

No. 8
12
Properties=species:S:1:pos:R:3 method="wB97M-V/def2-TZVPD" e_homo_ev=-9.05 smiles=CCS.O orbital_gap_ev=9.7 e_above_lowest_kcal_mol=8.58 lumo_ha=0.02276 e_tot_ev=-15086.1064
C 0.000 0.000 0.000
C 1.187 0.783 0.581
S 0.948 0.955 2.386
H -0.989 0.415 0.257
H 0.077 -1.014 0.426
H 0.076 -0.073 -1.098
H 1.252 1.710 -0.020
H 2.102 0.191 0.386
H 1.595 2.139 2.445
O -0.291 4.237 -1.802
H 0.200 3.433 -2.086
H -0.373 4.779 -2.619

No. 9
42
Properties=species:S:1:pos:R:3 method="wB97M-V/def2-TZVPD" charge=+2 e_homo_ev="-14.46 / -14.46" orbital_gap_ev="6.9 / 2.8" s_squared=0.7536 lumo_ha="-0.27968 / -0.42937" spin_multiplicity=2 e_tot_ev=-31240.0846
Li 2.701 0.282 -2.092
Li 4.331 -1.140 0.110
C 0.981 -1.525 0.825
C 1.527 -1.158 -0.462
O 2.458 -1.916 -0.696
O 1.083 -0.239 -1.099
H 1.084 -2.565 1.135
H -0.081 -1.321 0.689
H 1.238 -0.729 1.524
C -0.305 2.465 0.796
O -0.720 3.178 1.651
N -0.859 1.586 0.069
N 0.936 2.573 0.371
H -1.806 1.337 0.318
H -0.275 1.024 -0.533
H 1.372 3.384 0.786
H 1.300 2.144 -0.468
C -0.568 1.950 -4.078
O -1.720 1.852 -4.427
N 0.375 2.484 -4.830
N -0.076 1.405 -3.030
H 0.207 3.015 -5.673
H 1.258 2.327 -4.365
H -0.624 0.698 -2.562
H 0.871 1.700 -2.839
C -3.578 -1.376 1.814
O -3.319 -2.151 2.742
N -4.635 -0.625 1.675
N -2.673 -1.100 0.914
H -4.737 0.000 0.889
H -5.413 -0.721 2.312
H -1.945 -1.690 0.536
H -3.216 -0.529 0.283
O 2.618 -4.548 0.032
H 1.786 -4.369 0.470
H 2.729 -3.818 -0.578
O -1.187 -0.500 4.087
H -1.859 0.109 3.781
H -1.138 -1.166 3.402
O 3.933 -0.148 1.786
H 4.540 0.403 2.280
H 3.405 -0.584 2.455

No. 10
54
Properties=species:S:1:pos:R:3 method="wB97M-V/def2-TZVPD" charge=-2 e_homo_ev=-2.22 orbital_gap_ev=6.4 e_above_lowest_kcal_mol=12.26 lumo_ha=0.15429 e_tot_ev=-116058.0125
Rb -2.241 -1.450 -0.736
C -4.960 3.672 0.601
C -4.185 2.490 0.080
N -4.680 1.318 -0.071
N -5.982 1.166 0.279
C -6.432 -0.070 0.128
N -7.753 -0.197 0.537
S -5.672 -1.479 -0.459
C -2.758 2.671 -0.283
C -2.142 3.922 -0.210
C -0.796 4.036 -0.529
C -0.092 2.911 -0.916
C -0.788 1.704 -0.976
N -2.073 1.589 -0.673
H -5.894 3.316 1.030
H -5.201 4.378 -0.201
H -4.394 4.217 1.360
H -8.260 0.676 0.541
H -8.222 -0.992 0.137
H -2.703 4.794 0.098
H -0.304 5.000 -0.464
H 0.963 2.937 -1.148
H -0.278 0.788 -1.251
C 4.471 -2.740 0.807
N 3.392 -1.938 1.406
N 2.642 -1.316 0.379
C 1.276 -1.863 0.251
O 0.342 -1.059 -0.009
C 1.248 -2.752 1.469
C 2.430 -2.771 2.066
C 2.872 -3.536 3.267
C 3.146 -0.232 -0.274
C 2.589 0.167 -1.504
C 3.106 1.259 -2.170
C 4.184 1.985 -1.662
C 4.742 1.580 -0.459
C 4.240 0.487 0.232
H 5.150 -2.072 0.276
H 4.067 -3.478 0.106
H 5.031 -3.233 1.603
H 0.356 -3.281 1.763
H 2.014 -4.026 3.725
H 3.338 -2.875 4.003
H 3.600 -4.310 3.009
H 1.769 -0.408 -1.915
H 2.664 1.544 -3.118
H 4.580 2.838 -2.199
H 5.584 2.124 -0.041
H 4.673 0.185 1.176
O -0.340 -2.356 -2.791
Se 0.217 -3.573 -1.859
O 0.856 -4.816 -2.672
O -0.945 -3.982 -0.782
O 1.550 -2.951 -0.958

No. 11
18
Properties=species:S:1:pos:R:3 method="wB97M-V/def2-TZVPD" charge=+1 e_homo_ev=-15.21 smiles="CC[NH2+]CC(N)=O" orbital_gap_ev=12.3 e_above_lowest_kcal_mol=51.26 lumo_ha=-0.10864 e_tot_ev=-9346.6340
C 1.506 0.842 2.762
C 1.594 0.570 1.099
N 0.282 0.614 0.436
C -0.531 -0.764 0.221
C -0.974 -0.498 -1.265
N -1.679 -1.361 -1.991
O -0.526 0.487 -1.787
H 1.099 0.112 3.481
H 2.558 0.997 3.143
H 1.131 1.983 2.885
H 2.074 -0.375 0.923
H 2.252 1.375 0.674
H 0.162 0.998 -0.614
H -0.325 1.341 0.994
H 0.144 -1.667 0.397
H -1.231 -0.854 1.048
H -1.634 -2.382 -1.744
H -1.814 -1.103 -2.918

No. 12
17
Properties=species:S:1:pos:R:3 method="wB97M-V/def2-TZVPD" charge=+1 e_homo_ev="-13.35 / -13.36" orbital_gap_ev="6.3 / 6.2" e_above_lowest_kcal_mol=0.00 s_squared=8.7543 lumo_ha="-0.25794 / -0.26154" spin_multiplicity=6 e_tot_ev=-44799.0535
O -2.500 0.325 2.619
C -1.506 0.835 2.021
O -1.551 0.301 0.663
O -0.613 1.560 2.354
Mn -3.160 -0.715 1.114
C -0.500 1.536 -1.062
C -0.482 0.522 -0.196
H -1.373 2.189 -1.108
H 0.389 1.777 -1.644
O 2.288 -1.911 -0.869
C 1.716 -0.701 -0.419
C 0.224 -0.748 -0.727
H 3.166 -2.008 -0.491
H 2.174 0.164 -0.926
H 1.876 -0.586 0.667
H -0.224 -1.605 -0.198
H 0.074 -0.936 -1.797

No. 13
20
Properties=species:S:1:pos:R:3 method="wB97M-V/def2-TZVPD" e_homo_ev=-8.98 smiles="C=C(C)CCCN" orbital_gap_ev=10.0 e_above_lowest_kcal_mol=25.96 lumo_ha=0.03720 e_tot_ev=-7921.7072
C -1.860 0.306 -1.732
C -1.424 0.478 -0.490
C -2.177 -0.076 0.676
C -0.064 1.128 -0.263
C 0.857 0.398 0.721
C 1.872 -0.466 -0.039
N 2.512 -1.495 0.802
H -1.504 0.535 -2.733
H -2.781 -0.274 -1.892
H -3.187 0.365 0.711
H -1.763 -0.007 1.660
H -2.457 -1.150 0.549
H 0.381 1.244 -1.258
H -0.100 2.145 0.134
H 0.253 -0.163 1.468
H 1.397 1.084 1.387
H 1.418 -0.885 -0.942
H 2.703 0.093 -0.471
H 1.944 -2.332 0.840
H 2.577 -1.134 1.746

No. 14
15
Properties=species:S:1:pos:R:3 method="wB97M-V/def2-TZVPD" e_homo_ev=-8.50 orbital_gap_ev=9.3 e_above_lowest_kcal_mol=42.05 lumo_ha=0.02766 e_tot_ev=-10419.1801
O -2.961 -0.563 0.360
C -2.004 0.388 -0.009
C -0.802 -0.066 -0.362
O -0.571 -1.405 -0.347
C 0.358 0.780 -0.791
C 1.621 0.555 0.034
O 1.366 0.971 1.362
H -3.028 -0.526 1.323
H -2.323 1.423 -0.062
H -1.439 -1.784 -0.113
H 0.602 0.586 -1.844
H 0.069 1.833 -0.702
H 1.908 -0.506 -0.005
H 2.440 1.142 -0.412
H 2.128 0.725 1.901

No. 15
8
Properties=species:S:1:pos:R:3 method="wB97M-V/def2-TZVPD" e_homo_ev=-9.21 smiles=SN1CN1 orbital_gap_ev=10.2 e_above_lowest_kcal_mol=86.35 lumo_ha=0.03675 e_tot_ev=-14913.8601
S -1.797 -0.023 0.378
N -0.241 -0.339 -0.491
C 0.758 0.731 -0.009
N 0.734 -0.640 0.414
H -2.526 -0.788 -0.307
H 0.387 1.261 0.743
H 1.313 1.167 -0.835
H 1.372 -1.368 0.108